[1]
Here is a molecular structure, C37H32AsBrClMnN6O from the OMol25 dataset. Energies are from the ωB97M-V functional and the def2-TZVPD basis.

Output
ΔE to the lowest compared entry with this formula, charge and spin	29.86	kcal/mol
⟨S²⟩	1.2143
Kohn-Sham gap (spin up / spin down)	5.947 / 5.868	eV
highest occupied orbital energy (spin up / spin down)	-9.674 / -9.620	eV

Geometry as ORCA input:
```
! wB97M-V def2-TZVPD RIJCOSX def2/J DEFGRID3
* xyz 1 2
C 6.56332 0.97820 1.38203
N -0.01878 1.78828 -0.15419
C -0.29583 3.27341 -4.05244
H 3.09956 -3.08223 -4.53607
H 4.81180 2.72452 0.30244
H 1.26049 1.86636 -4.51094
H -0.85702 -1.58784 -5.06465
C -0.14054 2.33036 -1.46127
C -4.22814 0.94995 0.66266
H 0.86847 -0.86718 3.50198
H -0.29523 3.85804 3.20578
C -0.42679 -4.02523 0.09083
H 1.34921 -4.71468 2.49047
C -1.21495 -3.31972 2.85157
H -0.46872 -5.03576 0.49567
C 0.23875 2.27137 4.57000
H -1.82418 -0.67707 3.13325
C 0.02508 1.99719 2.20826
H -0.98815 -2.85987 3.81370
H -1.76134 3.68132 -1.04012
N -2.16795 -0.23699 1.17178
C -2.67149 0.27061 -1.10736
C 1.12284 -2.35719 -4.94720
H -3.17954 0.96228 -3.05908
C -0.07988 -1.46029 -3.05810
H -5.27169 2.04490 -2.37052
H 0.83866 0.46869 5.58555
H 2.06521 -3.18994 3.04455
Cl 1.21209 -2.74396 -6.63795
C 0.61204 0.18463 3.47504
Br -0.41235 3.91103 -5.82288
H -3.93737 0.28983 3.97833
N 2.49660 0.29928 0.49665
C -4.66147 1.55846 -1.62117
O 0.99478 -1.46729 -0.93172
H 2.79635 -1.63728 1.11816
H -0.35265 3.61230 0.75852
C 3.27065 -0.67495 0.98585
H 5.19250 -1.31362 1.70096
C 2.15959 -2.32294 -2.77515
C 5.17819 0.74451 1.06463
H -2.09458 -0.79051 -3.31871
C -3.47082 0.91740 -2.01750
C 3.06296 1.48048 0.25777
H 1.36634 0.99923 -2.18863
H -5.48292 1.39569 2.36372
N -1.47136 -0.39151 -1.39572
Mn 0.25174 -0.37433 0.44393
N 7.66537 1.15876 1.64557
C 0.59019 0.93365 4.64232
C 4.39493 1.75178 0.51973
H -2.21884 -3.02987 2.54656
C -4.56023 0.93334 2.03506
H 0.30244 -3.97564 -0.71467
C -1.28976 -0.85151 -2.57884
C -3.71594 0.33226 2.92119
C -1.06336 3.31899 -1.78531
C -5.04738 1.56629 -0.31281
C -1.14093 3.79471 -3.08329
H 0.19593 2.87986 5.46280
C 4.60619 -0.50160 1.29551
C -3.02469 0.32205 0.27041
C 0.61940 2.27731 -3.74334
H 2.43000 2.24497 -0.17304
As 0.06867 -2.77534 1.48582
C 1.01668 -1.72291 -2.19936
C 1.63758 -3.70919 2.18638
H 2.39407 -3.78546 1.40562
H -1.40266 -3.74976 -0.30785
N 0.31979 0.69199 2.27994
H -1.17330 -4.40257 2.96126
H -1.86624 4.55151 -3.34655
C -0.03986 2.81352 3.32514
H -5.96747 2.04477 -0.00295
C -2.52000 -0.22724 2.43472
C 0.68468 1.80105 -2.44591
C 2.21282 -2.62749 -4.11426
C -0.00822 -1.79150 -4.42228
H 3.00126 -2.53689 -2.12829
C -0.16461 2.54226 0.85801
*
```

The molecule's Mulliken atomic charges, reported in e, are given here: -0.2330 1.4677 -0.0211 0.4633 0.5438 0.5168 0.4904 -0.7795 0.8816 0.3780 0.5497 -1.2300 0.4751 -1.3125 0.5243 -0.7250 0.7303 0.4325 0.3721 0.4507 0.5769 0.3761 -0.1641 0.4092 1.3854 0.4392 0.5108 0.3627 -0.2229 -0.6139 -0.1606 0.4791 0.6752 -1.1510 1.4268 0.1322 0.6796 -0.5975 0.5678 -0.9590 0.4707 0.4235 -0.8962 -0.3019 0.3981 0.4726 0.8424 0.4600 -0.4271 -0.9856 -0.8085 0.3646 -0.8671 0.2492 -1.0220 -1.6158 -0.4715 -0.8647 -0.9547 0.4582 -0.7313 -0.1402 -0.8194 0.4180 1.3658 -0.6015 -1.4753 0.4516 0.3390 0.6787 0.5259 0.4567 -0.8289 0.4594 -0.0947 0.1456 -0.6379 -1.0553 0.4083 -0.9156

***

[2]
Here is a molecular structure, C33H34BiI2N8S2 from the OMol25 dataset. Energies are from the ωB97M-V functional and the def2-TZVPD basis.

Output
ΔE to the lowest compared entry with this formula, charge and spin	91.96	kcal/mol
Kohn-Sham gap	5.885	eV
highest occupied orbital energy	-9.356	eV

Geometry as ORCA input:
```
! wB97M-V def2-TZVPD RIJCOSX def2/J DEFGRID3
* xyz 1 1
H 2.62722 5.91226 -1.28153
H -5.37729 -2.00927 4.23051
C -2.73539 -2.58254 3.91425
S -1.01702 2.27708 -1.37746
H 0.04144 3.44199 -3.52347
H 3.12446 -3.36670 -2.64760
C 5.00709 4.77961 -4.39399
H -4.18345 0.37083 2.80984
H -1.16387 -0.53445 4.93678
C -0.00903 -3.50792 -0.53102
C -0.03141 -4.16755 -1.73838
C -2.70245 -0.18434 -3.20931
H -0.89182 -3.48452 0.09986
S 0.83220 2.43815 1.12193
N -5.09513 -2.13498 3.25703
H -2.26410 0.90518 1.17480
N -0.96898 -2.56600 2.21813
H -3.42226 -0.43674 -3.97616
C -3.50051 -0.24386 3.40470
H -0.05332 -0.43520 3.57609
C 4.85952 -1.14190 1.12167
H 5.53571 3.05619 -5.63630
H 2.93176 4.01216 0.79597
C 2.21760 -3.43430 -2.05894
H -3.42792 -1.88744 2.01099
C 3.27249 2.93252 -3.04344
H -2.93131 -2.39979 4.97657
C 1.27527 3.43497 -0.28457
H 1.96120 0.48701 2.92275
C 0.44350 3.30061 -1.50928
C 2.14583 -2.81211 -0.80136
C 4.16104 2.52378 -4.14448
N 1.05380 -2.84685 -0.04963
N -1.72238 0.22291 1.69623
H -5.22925 -3.11671 3.01195
H 4.25186 0.90301 3.73935
H 4.48119 6.24198 -2.98592
C 3.33327 4.41528 -2.59601
C 3.52347 -1.34390 0.74882
H 1.15447 -4.61314 -3.48422
C 3.14561 4.95338 -1.16238
H 5.65485 -1.63211 0.57437
H -0.64260 -2.75793 4.31670
C 4.08128 0.25898 2.88864
C -1.27214 -2.21039 3.60924
C 4.47691 5.24824 -0.59556
C 1.97972 4.43013 -4.72223
C -3.64611 -1.71403 3.06481
C 2.81168 1.85310 -2.19454
C -2.04795 0.19586 3.11273
C -1.06844 -0.71392 3.86282
H -2.89725 -3.64758 3.71490
N 2.51234 -0.75140 1.37418
H -2.66271 0.87724 -2.99675
H -1.92865 1.21052 3.49384
C 5.13564 -0.32706 2.19199
C 0.77988 3.65262 -2.76082
C 2.09507 3.98796 -3.34954
I -0.77992 -0.77618 -3.85427
H 4.17082 1.46857 -4.38290
H -1.81689 -0.69576 1.27561
C 1.12206 -4.12390 -2.51904
H 4.11062 -2.35515 -0.89104
H -3.72613 -0.08507 4.46653
Bi 0.48486 0.37595 -0.33999
N 5.51300 5.44370 -0.14160
C 2.42240 4.10302 -0.15351
I -3.31446 -1.16291 -1.41749
C 2.19578 1.00130 -1.58973
H -0.92054 -4.68354 -2.07263
H -0.88499 -3.57210 2.12218
C 2.80664 0.02012 2.43473
H -0.07245 -2.18836 1.91386
H 5.69333 5.43952 -4.90814
N 3.28965 -2.17242 -0.34030
C 4.92070 3.39474 -4.81325
H 6.16036 -0.15086 2.49204
N 1.87100 4.79344 -5.80654
C 4.31953 5.23293 -3.34580
H -5.71392 -1.56926 2.67402
*
```

The molecule's Mulliken atomic charges, reported in e, are given here: 0.3990 0.3760 -1.3856 -0.3992 0.4281 0.3439 -0.6123 0.5095 0.4898 -0.1515 -0.9680 -0.7787 0.3641 -0.5111 -0.0749 0.2131 -0.1812 0.4450 -1.2108 -0.2093 -1.1307 0.4387 0.4919 -0.8133 -0.0042 2.1177 0.4316 0.8096 0.3577 0.1842 0.7208 -1.3308 0.0086 0.0119 0.3887 0.4519 0.4698 1.3656 0.5955 0.4314 0.7285 0.4250 0.5562 -1.2545 -0.0744 -0.0245 -0.4826 0.1335 -0.5151 -0.2873 -0.7241 0.5119 0.1536 0.2974 0.5340 -0.3889 -1.4067 1.0530 0.1872 0.4645 -0.1040 -0.5109 0.2093 0.4357 1.5445 -0.5600 -1.6801 0.1045 -1.1425 0.4359 0.3918 -0.0411 -0.0739 0.4196 0.0784 -0.5927 0.4234 -0.6189 -1.0791 0.3906

***

[3]
Here is 2 unconnected molecules or ions with the total composition C17H40BN4O3P from the OMol25 dataset. Energies are from the ωB97M-V functional and the def2-TZVPD basis.

Output
structure (SMILES)	[H]/N=C\CB(CCCC(=O)O)[C@H](C)CCC.CN(C)P(=O)(N(C)C)N(C)C
Kohn-Sham gap	9.271	eV
highest occupied orbital energy	-8.801	eV

Geometry as ORCA input:
```
! wB97M-V def2-TZVPD RIJCOSX def2/J DEFGRID3
* xyz 0 1
H 0.81829 0.22987 0.26962
H -2.91072 -3.38696 -4.21682
H -0.59984 -7.04701 -1.23419
C 1.70256 -2.22330 -2.56204
O 3.41987 3.17933 4.31939
C -0.57272 2.88336 2.21462
C 3.04374 2.73664 3.27256
H 2.06805 -4.08225 -4.11875
H -2.51646 -4.92924 0.00988
C -1.48365 1.91151 3.01448
N 0.67642 -3.24033 -2.81128
H -1.73537 6.16838 2.24070
H 2.46130 3.98365 1.89484
H 0.60429 5.74708 1.32017
H -1.20734 4.41380 0.72306
H -1.17064 2.19813 -1.38845
O 0.26646 -2.71077 -0.39842
H 1.11647 3.87201 -0.08189
H -0.07104 -6.18084 -2.63711
H 2.15753 -1.94035 -3.51400
H -1.21567 -2.91673 -4.45116
C -1.07681 5.38067 2.61144
H 3.00704 0.72496 3.79128
C 0.36106 5.86755 2.37962
H -2.41498 2.38382 3.31817
C 2.25383 0.74643 1.78599
H 2.84240 1.33275 1.07848
H 0.17232 3.25558 2.93717
O 3.23507 3.44469 2.10328
H -1.12389 -4.37858 0.96596
H 0.47510 6.92822 2.60132
C 0.80255 0.70092 1.25949
H -1.26792 5.16649 3.66370
C -1.44947 -5.09951 0.21649
H -1.33898 -6.09347 0.65064
H 1.41423 1.41100 3.69673
C 1.34476 -4.40849 -3.36899
C -1.37544 4.13077 1.76194
H 1.27564 -1.32737 -2.11893
H -1.73338 1.03254 2.41777
C 2.37673 1.37778 3.18563
C 0.66304 2.89573 -0.28460
H 0.65883 -5.05670 -3.91256
N -1.88618 -3.19804 -2.44243
P -0.46967 -3.37461 -1.49496
H -1.79519 -1.06408 -2.68582
C -0.46574 3.02280 -1.27046
H 1.44323 2.29276 -0.76570
H -3.42605 -1.76566 -2.73724
B 0.26293 2.17010 1.08046
C -2.44673 -1.84152 -2.26494
H -0.00590 4.75957 -1.78748
N -0.70350 4.03949 -1.98585
C -0.79129 -6.15303 -1.83165
C -1.89146 -3.53609 -3.85510
N -0.63253 -4.98625 -0.98699
H -1.66662 -4.58805 -4.02379
H -1.80238 -6.24833 -2.25576
H 1.08749 5.32667 2.99039
H 2.67680 -0.25678 1.78423
H -2.44480 3.93484 1.86772
H 1.87303 -5.00204 -2.61171
H -2.58485 -1.62575 -1.20359
H -0.95177 1.52877 3.88631
H 0.17205 0.06644 1.88533
H 2.49586 -2.58297 -1.89625
*
```

The molecule's Mulliken atomic charges, reported in e, are given here: -0.0651 0.4203 0.3903 -0.9438 -0.5588 1.5385 0.5741 0.4005 0.3441 -1.7284 0.2476 0.4659 0.2587 0.1256 0.1657 0.4975 -0.7837 0.1366 0.1972 0.3702 0.3341 -0.7811 0.4491 -0.8053 0.4610 -0.7065 0.3882 -0.1111 -0.5488 0.2776 0.4355 -0.2406 0.3034 -1.1629 0.3840 0.1184 -1.1693 -0.8347 0.2026 0.3009 -0.4451 -0.2604 0.3011 0.0973 0.4718 0.3649 -0.2535 0.3660 0.3903 -0.6502 -1.0461 0.2827 -0.7421 -0.8875 -0.9145 0.1923 0.2415 0.2978 0.1580 0.4189 0.4584 0.3692 0.2965 0.3292 0.5011 0.3151

***

[4]
Here is a single C6H6BrN3 molecule from the OMol25 dataset. Energies are from the ωB97M-V functional and the def2-TZVPD basis.

Output
ΔE to the lowest compared entry with this formula, charge and spin	50.96	kcal/mol
structure (SMILES)	N#C/C(Br)=C\CCN=C=N
Kohn-Sham gap	9.772	eV
highest occupied orbital energy	-9.412	eV

Geometry as ORCA input:
```
! wB97M-V def2-TZVPD RIJCOSX def2/J DEFGRID3
* xyz 0 1
C 0.88732 0.62344 -1.20154
C -1.56106 -1.42728 0.33342
C 0.63540 1.11906 1.13412
H 0.12702 -1.47350 -1.88036
H 2.44322 1.13107 0.15472
Br 1.16892 1.50599 2.96255
C 0.54343 -0.86385 -0.93774
H 0.07034 1.20706 -1.37259
C 1.46245 1.07741 0.10560
N -2.38391 -2.08016 0.88321
H -3.38084 -2.19345 0.67100
H 1.70764 0.86066 -1.93435
H 1.47629 -1.29350 -0.66572
N -1.86657 1.50504 0.82275
C -0.76086 1.17976 0.96544
N -0.56880 -0.87774 -0.04051
*
```

The molecule's Mulliken atomic charges, reported in e, are given here: -0.9128 0.2949 -0.0053 0.3141 0.6558 -0.1465 -0.4568 0.4012 -0.3021 -0.4671 0.2831 0.3263 0.3611 -0.4806 0.2564 -0.1217

***

The records above yield max |F| values of 1.31; 0.42; 5.24; 4.64 eV Å⁻¹, respectively.